1.
Density functional theory data (wB97M-V/def2-TZVPD) for C3H4N2O2 in the gas phase in a non-equilibrium geometry.

Calculated values
Molecular weight in g mol⁻¹: 100.08
Strongest force on any atom in eV/A: 2.069
Lowest unoccupied orbital energy in eV: 0.3259
HOMO level in eV: -8.34

Structure (XYZ):
```
11
Properties=species:S:1:pos:R:3:mulliken_charge:R:1
C -0.29190 -0.63831 -0.56919 0.097
N 1.04858 -0.06487 -0.13791 0.159
C -0.84161 0.01827 0.72400 0.125
C 0.51023 0.63321 1.00483 0.075
O -0.79324 -0.16626 -1.75665 -0.506
N 1.28697 -0.51996 1.16795 -0.744
O -1.89727 -0.05724 1.28308 -0.535
H -1.35231 0.61521 -1.63181 0.333
H 1.77203 0.27111 -0.78441 0.266
H -0.21571 -1.72760 -0.61444 0.364
H 0.77422 1.63643 1.31454 0.367
```

***

2.
Density functional theory data (wB97M-V/def2-TZVPD) for C3H9N3O2 in the gas phase in a non-equilibrium geometry.

Calculated values
Molecular weight in g mol⁻¹: 119.12
Strongest force on any atom in eV/A: 2.640
Structure (SMILES): CN(O)C(=O)NCN
Lowest unoccupied orbital energy in eV: 0.8030
HOMO level in eV: -9.50

Structure (XYZ):
```
17
Properties=species:S:1:pos:R:3:mulliken_charge:R:1
C 2.22451 -0.23963 -0.79190 -0.757
N 1.45781 0.18977 0.37876 -0.101
O 2.09031 1.30088 0.98929 -0.429
C 0.02149 0.54792 0.03929 0.220
O -0.31832 1.58082 -0.49399 -0.646
N -0.56891 -0.46073 0.66517 -0.195
C -2.03054 -0.54886 0.76762 -0.508
N -2.74650 -0.50840 -0.48313 -0.595
H 2.22998 0.53963 -1.55983 0.319
H 1.75417 -1.13884 -1.18831 0.314
H 3.24291 -0.45809 -0.47818 0.281
H 1.77270 2.08288 0.49910 0.352
H 0.54561 -0.79844 1.04692 0.528
H -2.25660 -1.48419 1.28086 0.340
H -2.38954 0.28086 1.38527 0.350
H -2.57854 0.37170 -0.95803 0.280
H -2.45051 -1.25728 -1.09891 0.247
```

***

3.
Density functional theory data (wB97M-V/def2-TZVPD) for C7H14O3 as an isolated structure in a non-equilibrium geometry.

Calculated values
Molecular weight in g mol⁻¹: 146.19
Strongest force on any atom in eV/A: 3.015
Lowest unoccupied orbital energy (spin up / spin down) in eV: 0.4772 / 0.4535
HOMO level (spin up / spin down) in eV: -6.64 / -6.73

Structure (XYZ):
```
24
Properties=species:S:1:pos:R:3:mulliken_charge:R:1
C 1.22595 -0.70780 -0.60042 1.147
C -1.83194 0.46791 1.17881 -0.156
C -0.16289 -0.90196 -0.38002 -0.959
C 1.70505 0.08591 -1.78003 -1.379
C 2.23252 -1.58912 0.07643 -1.367
C -2.51415 1.32745 0.17253 -1.025
C 0.29987 0.42857 0.80160 0.534
O 0.40112 1.72315 0.28144 -0.450
O -2.43996 -0.71799 1.46930 -0.509
O 0.77710 0.18295 1.91554 -0.687
H 1.03142 2.16035 0.87453 0.352
H -2.82758 -1.09483 0.66571 0.382
H -1.46134 0.92009 2.09238 0.431
H -0.50384 -1.75126 0.20285 0.338
H -0.85726 -0.57439 -1.14825 0.365
H 2.57471 0.69615 -1.51879 0.328
H 1.99990 -0.58922 -2.59230 0.392
H 2.47722 -2.44557 -0.56318 0.371
H 3.16034 -1.04355 0.26986 0.343
H 0.93247 0.75309 -2.16245 0.316
H 1.85967 -1.96844 1.02763 0.329
H -2.69235 0.76912 -0.75477 0.260
H -1.89746 2.19303 -0.06677 0.290
H -3.48859 1.67638 0.53839 0.355
```

***

4.
Density functional theory data (wB97M-V/def2-TZVPD) for C13H14ClP as an isolated structure in a non-equilibrium geometry.

Calculated values
Molecular weight in g mol⁻¹: 236.68
Strongest force on any atom in eV/A: 3.460
Lowest unoccupied orbital energy in eV: 0.1008
HOMO level in eV: -7.86

Structure (XYZ):
```
29
Properties=species:S:1:pos:R:3:mulliken_charge:R:1
C -2.09252 -0.77579 -2.78467 -0.501
C -1.90104 -1.50298 -1.62138 -0.510
C -1.96894 0.60344 -2.77768 -0.392
C -1.58136 -0.84604 -0.44282 -0.518
C -1.65003 1.27003 -1.60207 -0.337
C -1.45692 0.52239 -0.46758 0.210
C 3.54305 -1.94487 -1.20536 -0.848
C 1.05344 0.29724 3.06599 -0.950
C -1.76480 1.66054 3.09485 -1.187
C 2.80713 -0.87255 -0.91929 -0.135
C 2.17791 -0.65507 0.35721 -0.190
C 1.35545 0.37408 0.59647 -0.382
C 0.65081 0.61764 1.83736 0.406
P -0.94302 1.48600 1.62040 1.098
Cl -0.44447 3.28831 1.01371 -0.260
H -2.34260 -1.28856 -3.70215 0.384
H -2.00150 -2.57900 -1.62854 0.373
H -2.12124 1.16627 -3.68734 0.377
H -1.42887 -1.39785 0.47444 0.361
H -1.55267 2.34551 -1.58874 0.350
H 3.99010 -2.08973 -2.17360 0.275
H 3.71467 -2.71962 -0.47578 0.244
H 0.44238 0.52939 3.92269 0.356
H 2.00306 -0.18025 3.24626 0.314
H -2.06828 0.72470 3.53723 0.307
H -2.55968 2.39402 3.05446 0.278
H 2.63821 -0.10780 -1.66727 0.272
H 2.37118 -1.38946 1.12869 0.280
H 1.13058 1.07002 -0.20549 0.326
```

***

5.
Density functional theory data (wB97M-V/def2-TZVPD) for C30H29F10N7O7RuS3 as an isolated structure.

Calculated values
Molecular weight in g mol⁻¹: 986.86
Strongest force on any atom in eV/A: 0.783
Lowest unoccupied orbital energy (spin up / spin down) in eV: -3.3613 / -3.3618
HOMO level (spin up / spin down) in eV: -9.99 / -10.10
Multiplicity: 2
Total charge: +1

Structure (XYZ):
```
87
Properties=species:S:1:pos:R:3:mulliken_charge:R:1
Ru 0.08500 0.41460 0.72308 1.353
F 5.71702 -3.08359 0.83726 -0.348
C 5.59510 -1.80388 0.42909 0.072
C 4.41472 -1.15726 0.64128 -0.437
C 4.27934 0.18392 0.26934 0.807
C 3.00085 0.85159 0.45844 1.259
O 2.08700 0.20074 1.03962 -0.466
C 2.90917 2.18307 0.00952 0.094
C 4.02356 2.78448 -0.50084 -0.617
N 5.20575 2.17147 -0.70346 0.337
C 6.32063 2.91048 -1.25628 -0.260
C 6.76804 2.61112 -2.66014 -0.472
C 6.06677 3.89925 -2.34831 -1.037
C 5.35955 0.84718 -0.32378 -0.666
C 6.55267 0.15175 -0.55543 -0.470
C 6.68781 -1.17525 -0.19077 -1.270
N 7.89937 -1.84754 -0.49007 0.329
C 9.15446 -1.29134 -0.01439 -0.712
C 10.17326 -1.38778 -1.15900 -0.744
N 9.75404 -2.53655 -2.04267 -0.154
C 9.28619 -3.69602 -1.21216 -0.726
C 7.95106 -3.30317 -0.55954 -0.717
C 1.63567 3.01355 0.02822 -0.226
O 1.75256 4.22835 -0.03073 -0.745
O 0.54210 2.35634 -0.00263 -0.032
H 3.58008 -1.67032 1.10290 0.618
H 3.95889 3.82821 -0.77648 0.834
H 7.07801 3.15451 -0.52092 0.453
H 6.19788 1.86955 -3.20370 0.258
H 7.82906 2.63396 -2.86838 0.309
H 5.05589 4.00417 -2.71532 0.371
H 6.63928 4.81424 -2.32230 0.261
H 7.36716 0.64434 -1.06709 0.815
H 9.51688 -1.82925 0.87004 0.318
H 9.02698 -0.25188 0.27347 0.493
H 11.18314 -1.59280 -0.80942 0.376
H 10.18048 -0.49650 -1.78323 0.432
H 10.51135 -2.80722 -2.66881 0.333
H 8.96625 -2.22016 -2.61205 0.380
H 10.07003 -3.88175 -0.48038 0.353
H 9.18864 -4.57059 -1.85021 0.386
H 7.89084 -3.79528 0.41410 0.414
H 7.11709 -3.65671 -1.16383 0.510
F 2.07093 -3.40695 3.48228 -0.216
C 0.92453 -3.19244 4.16126 0.740
F 1.14073 -3.57731 5.42816 -0.307
F 0.00028 -4.00695 3.64087 -0.233
C 0.51777 -1.74905 4.08268 -0.421
C 0.42116 -0.95255 5.20824 -0.200
C 0.05823 0.38472 5.08943 -1.076
C -0.13781 0.90842 3.82676 -0.308
N -0.02051 0.13947 2.74746 0.271
C 0.22708 -1.18240 2.84206 0.872
S 0.03182 -1.83064 1.24664 -0.390
H 0.61576 -1.38174 6.18156 0.539
H -0.05394 1.01161 5.96104 0.441
H -0.38977 1.94552 3.65914 0.419
F -2.07581 1.31099 -1.98926 -0.186
C -1.21483 1.34952 -3.00538 0.633
F -1.88472 1.15504 -4.13776 -0.246
F -0.63531 2.54193 -3.04386 -0.220
S 0.06614 0.03019 -2.80756 1.044
O 0.44302 0.10960 -1.39530 -0.559
O 1.10991 0.38651 -3.71060 -0.712
N -0.62418 -1.28426 -3.25340 -0.630
S -1.29556 -2.38806 -2.35712 1.032
O -0.59937 -3.63172 -2.39993 -0.666
O -1.74112 -1.90707 -1.07170 -0.647
C -2.85488 -2.63683 -3.30147 0.555
F -3.54353 -1.49432 -3.35003 -0.208
F -2.61081 -3.05112 -4.53549 -0.203
F -3.59211 -3.54940 -2.66944 -0.204
C -5.33300 1.06440 0.20171 -1.368
C -3.98346 1.54652 0.60725 0.817
C -3.51241 2.79891 0.93631 -1.355
C -2.13721 2.65836 1.16748 0.563
N -1.79759 1.37111 1.01328 0.596
N -2.93564 0.72074 0.68434 -0.328
C -1.22293 3.74592 1.62297 -1.360
H -6.08667 1.80972 0.44421 0.383
H -5.58919 0.13466 0.70918 0.334
H -5.36465 0.88286 -0.87378 0.277
H -4.08281 3.70855 1.01283 0.480
H -2.87917 -0.24064 0.37407 0.088
H -1.76882 4.41576 2.28796 0.421
H -0.84052 4.31815 0.78037 0.249
H -0.35652 3.35516 2.15025 0.225
```

***

6.
Density functional theory data (wB97M-V/def2-TZVPD) for C20H28N4O4 in the gas phase.

Calculated values
Molecular weight in g mol⁻¹: 388.47
Strongest force on any atom in eV/A: 0.555
Structure (SMILES): C[C@@H]1ON=C(C(=O)NCC[C@H]2CCCN(C(=O)c3ccc(N)c(O)c3)C2)[C@H]1C
Lowest unoccupied orbital energy in eV: 0.6552
HOMO level in eV: -8.66

Structure (XYZ):
```
56
Properties=species:S:1:pos:R:3:mulliken_charge:R:1
C 4.94828 -3.54519 2.77333 -1.456
C 3.68825 -3.16952 3.51963 0.118
O 2.57820 -3.95930 2.99179 -0.326
N 1.80746 -3.15380 2.18699 -0.452
C 2.16322 -1.94126 2.31469 0.390
C 1.48597 -0.84874 1.54921 0.223
O 1.85380 0.30809 1.68153 -0.688
N 0.48966 -1.24107 0.73269 -0.054
C -0.25263 -0.28210 -0.06466 -0.809
C -1.29981 0.47053 0.74942 -1.054
C -2.10278 1.46889 -0.07363 1.079
C -3.28281 2.02068 0.72750 -0.980
C -4.05529 3.08011 -0.05334 -0.624
C -3.11934 4.17436 -0.55405 -0.896
N -2.02496 3.59458 -1.33072 0.234
C -2.12695 3.34582 -2.67561 0.470
O -1.54616 2.41285 -3.20879 -0.650
C -2.85427 4.35355 -3.51368 0.048
C -2.73545 5.72390 -3.32155 -0.490
C -3.38469 6.59667 -4.18048 -0.251
C -4.13836 6.13351 -5.24802 0.319
N -4.81658 7.05992 -6.09968 -0.698
C -4.24657 4.75309 -5.43178 0.711
O -5.00953 4.33249 -6.48719 -0.574
C -3.60445 3.87332 -4.57772 -1.018
C -1.24360 2.63676 -0.55421 -1.682
C 3.25307 -1.71371 3.31966 0.610
C 2.72696 -1.02690 4.57648 -1.663
H 5.80167 -3.00013 3.17968 0.347
H 5.14174 -4.61355 2.86152 0.401
H 4.84912 -3.29628 1.71505 0.305
H 3.76462 -3.43033 4.57599 0.407
H 0.26873 -2.22248 0.69793 0.310
H 0.46228 0.41297 -0.50554 0.278
H -0.72798 -0.82268 -0.88452 0.415
H -1.98223 -0.25804 1.19889 0.202
H -0.79906 0.98697 1.57433 0.419
H -2.49264 0.96512 -0.96750 0.237
H -3.94711 1.20157 1.01582 0.434
H -2.90465 2.46121 1.65867 0.323
H -4.54697 2.61859 -0.91670 0.268
H -4.84101 3.52068 0.56443 0.430
H -3.65561 4.90708 -1.14879 0.550
H -2.67454 4.69943 0.29773 0.315
H -2.13186 6.11071 -2.51076 0.522
H -3.31374 7.66734 -4.03758 0.395
H -4.28942 7.20966 -6.95313 0.267
H -5.70000 6.66301 -6.39838 0.302
H -4.98454 3.37078 -6.52795 0.282
H -3.65977 2.80285 -4.74432 0.332
H -0.83605 3.16850 0.31346 0.199
H -0.41236 2.30357 -1.16868 0.647
H 4.05415 -1.11553 2.88256 0.379
H 2.34738 -0.03486 4.33753 0.419
H 1.92192 -1.61059 5.02721 0.371
H 3.52729 -0.92470 5.31108 0.408
```